This record from the OMol25 dataset describes a cluster of 14 separate species, C65H144Cl3F9N8O11S3 in total. The level of theory is the ωB97M-V functional and the def2-TZVPD basis.

The value obtained for the LUMO energy is -2.6 eV. As for the spin multiplicity: 1. The value obtained for the HOMO-LUMO gap is 9.0 eV. Its total charge is +2.

Last column: Mulliken charge in e.
CARTESIAN COORDINATES (ANGSTROEM)
Cl 2.9009 -3.4753 1.4716  -0.680
Cl 0.0913 4.6822 -0.4722  -0.860
Cl 2.6187 1.4739 2.3853  -0.819
S 4.5550 0.5607 -1.5608  0.789
S -2.6171 -1.2161 -3.6072  0.479
S -3.0652 -3.7197 2.9180  1.022
F -0.8089 -2.5997 1.9609  -0.073
F 4.9437 -0.4605 -3.9603  -0.249
F -1.6456 -4.3999 0.9555  -0.193
F 6.6988 -0.1677 -2.7833  -0.221
F 5.8485 1.5319 -3.7838  -0.262
F -1.3622 -0.3619 -5.8449  -0.233
F -1.9554 -2.4887 -5.7833  -0.225
F -0.2959 -1.7169 -4.5606  -0.096
F -0.3594 -4.4886 2.6778  -0.222
O -1.1215 0.1511 0.6028  -0.117
O -2.2983 -2.3140 -2.7800  -0.071
O -2.2245 0.1557 -3.1433  -1.011
O 3.6422 1.6016 -1.8609  -0.272
O -2.8460 -2.9743 4.0791  -0.602
O -3.9527 -1.2070 -4.1347  -0.567
O -3.3366 -5.1558 3.1688  -0.738
O -3.7214 -3.0757 1.8036  -0.481
O 7.3161 -0.1891 2.1249  -0.276
O 5.5599 0.8158 -0.5782  -0.551
O 3.9757 -0.7563 -1.4713  -0.873
N 4.5868 -0.9281 1.6647  4.045
N 2.8478 6.5455 -2.2925  0.448
N -3.0702 3.6056 -3.2813  0.997
N 1.5327 -0.4814 0.4729  1.689
N 3.8413 -5.0707 -2.2816  0.733
N -5.6008 -5.4828 -3.0334  0.515
N -0.3488 5.9411 3.2965  0.476
N -1.2757 -5.2606 7.4735  0.449
C -3.6645 2.6548 -4.3817  -0.868
C 1.4619 -4.3952 -2.2045  -0.408
C -1.3416 -6.7337 7.5982  -0.979
C -3.0577 3.0306 -1.8178  1.841
C 3.5202 4.3548 -3.0163  -0.363
C 0.5972 3.8235 3.7229  -0.268
C 0.8984 0.2615 -0.7145  0.628
C 0.5623 7.8155 -2.5448  -0.189
C -1.4999 -1.4582 -5.0501  0.477
C -6.0848 -5.9148 -1.6756  -0.523
C 7.8564 0.8671 1.4434  -0.716
C 1.4902 -3.3807 5.5812  -0.432
C -6.5539 0.3745 -4.8174  -1.389
C 0.6479 -0.6513 -1.8600  -0.640
C 2.1046 -1.9784 5.7949  -0.990
C -5.4565 1.2330 -5.2835  -0.373
C -1.7247 8.8941 -2.7723  -1.365
C 7.3063 -3.5651 -1.3599  -1.108
C 0.2727 -3.5906 6.4865  0.187
C -1.2535 6.8491 2.5744  -0.210
C 5.2589 -0.9689 3.0011  1.434
C 3.0793 -6.0385 -1.4582  -0.992
C 1.6993 7.3071 -1.6617  -0.141
C -0.4480 6.2901 4.7689  -0.964
C 1.6129 -5.8062 -1.7304  0.148
C -3.5787 7.8963 2.4534  -1.034
C 2.3659 5.3367 -3.0630  0.197
C 3.7170 7.4163 -3.2193  -0.950
C -2.8308 -3.5127 7.4943  -0.631
C -3.4775 -6.9036 -2.7338  -0.553
C -1.6321 3.8775 -3.6993  -1.170
C 5.1165 -4.8229 -1.6059  -0.500
C -0.6004 4.4782 3.0503  -0.072
C -4.1962 5.2090 -1.5728  -0.074
C -1.9743 -6.7449 -3.1573  -0.193
C -0.0650 -5.0015 6.5644  -1.679
C -1.2516 -4.5921 8.8348  -0.631
C -5.8497 -3.4606 -1.8465  -0.209
C -4.2198 3.6755 -1.1335  -0.969
C 3.7302 5.9845 -1.2576  -0.432
C -1.3693 -3.7836 2.1396  0.304
C -1.2571 -8.1540 -2.9769  -1.449
C 1.0951 6.0671 2.8330  0.251
C -5.8209 -4.6392 -0.8178  -0.698
C 2.8689 -3.8383 -2.2974  0.901
C 5.5452 0.3615 -3.0604  0.435
C -2.7746 6.6956 2.8850  -0.107
C -6.0164 -4.1061 -3.1920  -0.600
C 3.9431 -5.5073 -3.7594  -1.021
C -4.9709 2.0199 -4.0994  -0.283
C -4.1113 -5.5238 -3.1323  -0.834
C -0.6390 8.4164 -1.7664  0.190
C 4.4318 4.7553 -1.8435  -0.290
C 6.3240 0.0012 3.1427  -1.251
C -1.8032 -3.2010 8.6358  -0.587
C -2.4521 -4.7583 6.7279  -0.355
C 6.0701 -3.8350 -2.2199  0.148
C -2.5192 0.3853 0.8828  -0.062
C 6.9657 -2.9051 -0.0301  -0.632
C 1.7751 4.7304 3.4389  -0.817
C -6.1371 -6.3849 -4.1397  -0.947
C -3.5343 8.6192 1.0876  -0.854
C 5.7602 -2.3055 3.4576  -1.661
C -3.8739 4.9628 -3.1144  -1.008
C -0.3988 1.0248 -0.2324  1.736
H 1.2946 -1.2939 6.0939  0.360
H -5.3957 -3.6658 -3.9640  0.372
H -0.0622 1.9535 0.2630  -0.145
H -5.1428 5.7693 -1.4439  0.467
H 7.8129 -2.9394 0.6939  0.481
H -3.8198 -3.6313 7.9077  0.479
H -2.1444 -4.6379 5.6456  -0.016
H 3.0550 -3.2643 -1.3706  -1.327
H 8.4358 0.4974 0.5353  0.213
H -0.2209 -5.3929 5.5809  0.424
H 5.9341 1.0032 3.0929  0.393
H 2.0981 5.5859 -4.0874  0.528
H 5.5751 -5.7842 -1.3784  0.453
H -1.8218 -6.4632 -4.2092  0.335
H 4.1314 8.2165 -2.6137  0.333
H -1.2594 4.5163 -2.9275  0.389
H 3.2829 -5.7469 -0.4464  0.216
H 4.0682 4.4792 -3.9347  0.384
H -4.8036 4.7787 -3.5889  0.341
H 8.5763 1.4330 2.0830  0.321
H -4.1462 3.6870 -0.0389  0.502
H -3.8839 -7.8478 -3.2166  0.260
H 0.1024 6.9177 -3.0261  -0.021
H 4.5445 6.8193 -3.6288  0.395
H 2.9216 -5.6463 -4.1837  0.329
H 1.5079 4.9812 -2.4884  -0.607
H 2.3853 -1.0176 0.1175  -0.816
H -3.6963 -4.8710 -2.3845  0.278
H 6.7268 -1.8337 -0.1458  -0.105
H -7.2340 -6.4931 -4.1352  0.386
H -3.1511 6.4173 3.8964  0.307
H 1.5708 -1.1686 -2.1799  0.175
H 3.3119 -7.1044 -1.5881  0.558
H -3.7598 -5.1750 -4.1111  0.484
H -2.5973 1.1223 1.7356  0.097
H 2.1600 -4.1698 5.8142  0.521
H -4.6573 7.7023 2.6051  0.436
H -3.4920 -7.0638 -1.6616  0.399
H 1.6753 1.0697 -0.8976  -0.765
H 4.4136 -0.7296 3.6695  -0.213
H 6.5255 -2.7860 2.8298  0.147
H 0.9369 -3.7737 -1.5307  0.280
H -3.6567 3.2111 -5.3073  0.640
H -2.9104 -2.7170 6.7658  0.343
H 1.8466 0.1434 1.2813  -0.392
H -6.5414 -4.5541 -0.0707  0.526
H 4.7582 -4.3851 -0.6609  -0.124
H 3.1555 3.3138 -2.9627  0.155
H -4.7018 0.6067 -5.7526  0.285
H 0.3659 5.7650 5.3139  0.467
H 4.3754 -6.5140 -3.7955  0.385
H -0.2535 -4.7048 9.2409  0.298
H 1.0748 -5.9594 -0.8026  0.479
H 5.4212 5.0724 -2.2138  0.398
H -5.8463 1.9731 -6.0213  0.484
H -1.0620 -2.4996 8.2811  0.202
H -2.8736 -0.6216 1.1070  -0.047
H 1.3046 6.5955 -0.9330  -0.890
H -5.5855 -6.8534 -1.3486  0.361
H 0.4152 -0.1129 -2.7873  0.281
H -0.4920 -2.9585 5.9910  0.310
H -2.8566 1.8790 -4.5558  0.008
H -2.1811 8.0950 -3.3419  0.233
H -4.8368 -4.6478 -0.3479  0.133
H 5.4611 -2.9425 -2.3729  -0.160
H -1.0500 2.9440 -3.6734  0.072
H -1.3466 -7.1524 6.6165  0.413
H -3.1754 5.9254 2.2225  0.109
H -3.8257 7.9227 0.3347  0.054
H -0.1788 -1.2871 -1.6104  0.165
H 2.4924 -1.6639 4.8203  -0.026
H 0.8993 -1.2437 0.7883  0.025
H -5.7361 2.7328 -3.8716  0.527
H 3.0377 7.8112 -3.9856  0.317
H -0.3745 -7.0699 8.0805  0.371
H 2.1305 8.1330 -1.1042  0.630
H -2.5267 8.9068 0.8251  0.245
H -3.0305 0.8245 0.0426  -0.088
H -7.1578 -6.1097 -1.7920  0.441
H -1.4745 -5.9145 -2.6142  0.024
H -0.3838 7.3617 4.8466  0.333
H -6.8687 -0.3753 -5.5311  0.404
H -6.2426 -0.2236 -3.9210  0.137
H -0.6103 4.2345 1.9914  -0.306
H 8.0022 -2.8815 -1.8870  0.397
H -5.7172 -7.3727 -4.0015  0.364
H -3.2815 5.6715 -3.6429  0.452
H -0.9500 7.6413 -1.0602  -0.180
H -3.3028 -5.4415 6.6079  0.333
H -4.8589 1.4261 -3.2169  0.216
H -5.1573 3.1423 -1.3682  0.350
H -1.9408 -5.1867 9.5171  0.414
H -7.0413 -4.1549 -3.6486  0.286
H -1.4330 -8.7972 -2.1032  0.288
H -4.9454 -2.7957 -1.8042  -0.252
H 3.9758 -0.1398 1.7453  -0.939
H 6.7901 -0.0198 4.0903  0.705
H 4.1348 -1.8689 1.5966  -1.466
H -0.2271 9.3104 -1.3226  0.383
H 0.4667 -3.2760 7.5209  0.320
H 1.3980 7.0812 3.0790  0.475
H -1.5345 4.1437 3.5374  0.433
H -5.7946 -6.0515 -5.1334  0.341
H -6.6651 -2.8466 -1.5267  0.629
H -1.1684 6.6245 1.4853  -0.391
H 2.9924 -3.2935 -3.2129  0.748
H 5.3338 -0.8149 0.9793  -0.804
H 1.3138 -6.6817 -2.3253  -0.304
H 2.3700 4.9352 4.2924  0.359
H 3.0981 5.7141 -0.3785  -0.139
H 1.0484 -3.4636 4.5951  0.020
H 6.2788 -2.1512 4.3846  0.557
H -3.3850 5.7799 -1.2253  -0.144
H 4.3744 6.8070 -0.9647  0.548
H 0.8813 8.4857 -3.3544  0.413
H 2.8729 -1.8121 6.5817  0.346
H 7.0867 1.5959 1.0575  0.227
H 0.3949 3.7637 4.8000  0.436
H -2.6449 9.3387 -2.2919  0.326
H 6.2109 -3.4838 0.5369  0.368
H 7.9865 -4.3716 -1.1311  0.499
H -1.3863 9.6904 -3.4365  0.432
H -4.1111 9.5315 1.0278  0.453
H -7.4211 0.9525 -4.5017  0.423
H -2.2652 -2.7864 9.5175  0.479
H 4.5639 -4.9432 -4.3661  0.355
H 1.0173 5.9509 1.7594  -0.459
H 4.9560 -2.9847 3.7102  0.296
H -2.0892 3.2597 -1.3492  -0.893
H 0.7174 -5.6352 6.9994  0.586
H -0.8941 7.8905 2.8183  0.544
H -2.2642 -7.0437 8.1482  0.391
H 1.0231 -4.3078 -3.2233  -0.025
H -3.4473 8.6223 3.2527  0.394
H -0.1919 -8.1063 -3.0465  0.409
H 2.4792 4.2922 2.7313  0.352
H -1.6210 -8.7707 -3.8616  0.383
H -3.1115 1.9164 -1.9001  -0.721
H 6.3602 -4.0719 -3.2697  0.236
H -1.6095 4.3579 -4.6553  0.561
H 0.7969 2.8541 3.2602  0.057
H -0.9223 1.3293 -1.1885  -0.850
H -1.3844 5.8857 5.2089  0.330
H 4.4340 3.8892 -1.1196  0.044

***

This record from the OMol25 dataset describes a structure of composition C37H28Co2O8P. The level of theory is the ωB97M-V functional and the def2-TZVPD basis.

The expectation value of S² is 0.77. The value obtained for the LUMO energy (alpha / beta) is 4.6 / 4.6 eV. As for the spin multiplicity: 2. The value obtained for the HOMO-LUMO gap (alpha / beta) is 3.3 / 6.3 eV. Its total charge is -2.

Last column: Mulliken charge in e.
CARTESIAN COORDINATES (ANGSTROEM)
Co 1.4941 -3.8476 2.0308  0.116
Co 3.1121 -2.0565 1.3848  -0.142
P 0.3074 1.4866 -1.1636  1.735
O -0.1244 -5.0309 -0.1001  -0.418
O -1.1541 1.4413 2.3277  -0.257
O -2.5023 1.2169 0.5105  -0.709
O 5.6869 -1.4641 0.1441  -0.400
O 1.5450 -6.2800 3.6770  -0.469
O 1.9540 -2.6044 -1.2454  -0.455
O 3.3403 0.6076 2.5526  -0.411
O 4.0756 -4.9046 1.2222  -0.562
C -0.7924 -1.8954 1.6984  1.239
C -1.4208 3.6811 -0.6910  -0.230
C 0.1050 0.3298 -2.5365  0.357
C 1.9702 2.2139 -1.2636  0.825
C -3.2311 -2.0729 1.2141  -0.340
C 1.6454 -2.1372 2.6147  -0.888
C -0.1253 0.7455 0.3377  0.669
C 2.3942 -2.2828 -0.2178  0.521
C -2.0379 -2.6216 1.7630  0.798
C -1.9767 5.2847 -2.4171  -0.513
C 4.7013 -1.7274 0.6886  0.285
C 1.1445 -0.5307 -2.9174  -0.283
C 3.4670 3.9400 -0.4248  -0.529
C -4.4087 -2.8091 1.2232  -0.783
C 2.7896 2.0771 -2.3972  -0.546
C 1.4742 -5.2840 3.0931  0.056
C 3.2515 -0.4372 2.0668  0.153
C -2.4029 1.5023 3.0478  0.000
C -2.0664 1.8356 4.4743  -1.375
C 2.3285 3.1450 -0.2675  -0.816
C 3.9688 2.8208 -2.5126  -0.824
C -0.5686 3.3878 -2.9415  -0.709
C -4.4035 -4.1446 1.6614  -0.487
C -1.2015 4.5680 -3.3378  -0.741
C 0.3922 -2.4230 2.0922  -0.216
C 3.2653 -4.1015 1.4870  0.501
C -3.2379 -4.6863 2.2135  -0.546
C -1.3661 1.1524 1.0012  -1.331
C -2.1075 -3.8937 2.3633  -0.564
C -1.1505 0.2122 -3.1537  -0.343
C -2.0905 4.8369 -1.0984  -0.696
C 0.5520 -4.5863 0.7269  0.127
C -1.3380 -0.7116 -4.1846  -0.831
C -0.2876 -1.5505 -4.5747  -0.614
C 0.9533 -1.4608 -3.9388  -1.203
C 4.2978 3.7699 -1.5405  -0.647
C -0.6943 2.9257 -1.6210  0.473
H -3.2004 -5.7249 2.5478  0.343
H -2.9024 0.5231 2.9811  0.160
H 1.7678 -1.7459 3.6310  0.677
H -2.3042 -0.7703 -4.6875  0.377
H -3.0419 2.2792 2.6093  0.275
H -0.8801 -0.9057 1.2836  -0.461
H -1.0873 4.9159 -4.3655  0.373
H 2.5078 1.4163 -3.2163  0.418
H 2.1284 -0.4221 -2.4605  0.772
H -2.9967 1.9806 5.0248  0.422
H -1.4897 3.3752 0.3497  0.363
H 4.6156 2.6651 -3.3788  0.366
H 1.7768 -2.1099 -4.2421  0.390
H -5.3081 -4.7519 1.5957  0.334
H 0.6250 0.1942 0.8951  0.665
H -1.5088 1.0216 4.9481  0.289
H -1.4677 2.7495 4.5335  0.293
H -2.4889 6.1963 -2.7282  0.312
H 3.6996 4.7036 0.3205  0.350
H -3.1953 -1.0720 0.7723  0.341
H -5.3354 -2.3511 0.8719  0.382
H 5.1960 4.3812 -1.6541  0.307
H -0.4376 -2.2806 -5.3722  0.360
H 1.6887 3.2689 0.6101  0.370
H 0.0325 2.8313 -3.6646  0.299
H -2.6956 5.3807 -0.3702  0.399
H -1.2574 -4.2537 2.9427  0.406
H -1.9676 0.8696 -2.8489  0.441

***

This record from the OMol25 dataset describes a cluster of 2 separate species, C10H15B in total. The level of theory is the ωB97M-V functional and the def2-TZVPD basis.

The value obtained for the LUMO energy is 0.2 eV. As for the spin multiplicity: 1. The value obtained for the HOMO-LUMO gap is 8.9 eV. Its total charge is 0.

Last column: Mulliken charge in e.
CARTESIAN COORDINATES (ANGSTROEM)
C -2.8569 -0.0469 0.8341  -1.682
C -1.3173 1.9386 -0.4407  -1.875
C 0.6978 0.5061 -0.2677  0.903
C 2.8353 -0.4426 0.6709  -2.048
C -1.4102 -1.7865 -0.1380  -0.781
C -1.5748 -0.4685 0.1538  0.992
C -0.6662 0.5933 -0.2122  1.029
C 1.4898 -0.6658 0.0319  1.399
C 1.4999 1.7430 -0.6021  -1.998
C 1.1007 -1.9085 -0.3072  -0.861
B -0.2003 -2.5452 -0.6843  -0.110
H 2.3578 -2.8926 0.0348  0.021
H 1.3736 2.5190 0.1534  0.376
H -3.5623 0.4043 0.1352  0.330
H 1.1780 2.1474 -1.5602  0.465
H -2.3146 1.8194 -0.8567  0.406
H 3.0728 -1.3146 1.2779  0.590
H -2.6586 0.6792 1.6206  0.329
H -3.3436 -0.9115 1.2804  0.452
H -0.7447 2.5496 -1.1304  0.391
H 3.6242 -0.3442 -0.0739  0.366
H -0.3047 -3.6080 -1.1635  -0.104
H -2.2611 -2.4105 0.1284  0.277
H 2.8362 0.4404 1.3065  0.375
H -1.4063 2.4884 0.4972  0.366
H 2.5558 1.5167 -0.6880  0.392

***

This record from the OMol25 dataset describes a structure of composition C36H27ClN5O8Y. The level of theory is the ωB97M-V functional and the def2-TZVPD basis.

The value obtained for the LUMO energy is -0.8 eV. As for the spin multiplicity: 1. The value obtained for the HOMO-LUMO gap is 6.6 eV. Its total charge is 0.

Last column: Mulliken charge in e.
CARTESIAN COORDINATES (ANGSTROEM)
Y 0.4501 0.2492 1.1877  1.239
Cl -2.9929 6.3734 3.8829  -0.240
O -1.2529 1.0047 2.3056  -0.336
O -0.1099 1.5066 -0.5500  -0.647
O 1.2935 -0.4474 3.3013  -0.583
O 3.3367 0.2932 3.8843  -0.703
O -0.9960 -1.8795 3.9178  -0.491
O 2.1786 -2.9222 2.8441  -0.306
O -5.3159 -3.3518 -2.2359  -0.456
O -0.3367 -1.9063 1.7901  -0.642
N -1.6927 -1.3138 -5.9437  -0.361
N 1.4188 2.3424 1.7747  0.703
N 2.8482 0.2408 0.6980  0.409
N -0.7833 -0.5041 -5.7132  -0.641
N 0.3207 -1.0908 -0.9621  0.190
C 4.8042 3.8712 1.1771  -1.013
C 3.4478 3.7403 1.5294  -1.150
C 5.5077 2.8032 0.7101  -0.978
C 2.7755 2.5503 1.4037  1.112
C 3.4894 1.4291 0.8739  -0.072
C -4.4571 -2.7642 -3.1102  0.870
C 0.4139 -3.0023 -2.3898  -1.352
C -0.6573 1.3455 -4.1505  -0.547
C -3.3517 3.7220 3.4053  -0.544
C -2.8947 -3.1117 -4.8980  -0.233
C -2.9278 2.4700 3.0318  -0.813
C -3.3197 -0.8880 -4.0984  -0.615
C -5.9898 -2.5135 -1.3160  -0.774
C 3.5187 -0.8138 0.2987  -0.076
C -0.1502 -2.2186 2.9677  1.044
C -0.5669 0.0006 -4.3795  -0.220
C -0.6910 3.3158 2.6300  0.425
C 0.5127 -2.3781 -1.1355  -0.263
C -0.2278 1.0769 -1.7741  1.072
C 0.0666 -2.2518 -3.4774  -0.525
C 5.5483 0.4063 0.1198  -0.709
C -3.7865 -3.6240 -3.9781  -0.645
C -0.1896 -0.8710 -3.3252  0.464
C -1.5976 2.2118 2.6378  0.569
C -0.5165 1.8843 -2.8616  -0.919
C 0.9257 -3.1935 3.4039  -0.986
C 2.9968 -2.0463 3.6176  -0.638
C 4.8917 -0.7830 0.0053  -1.237
C 2.5327 -0.5822 3.6159  0.635
C 0.7040 3.3061 2.2349  0.704
C -2.4558 4.7887 3.4051  0.088
C -1.1555 4.5861 3.0258  -1.417
C -0.0288 -0.3236 -2.0340  0.418
C -4.2409 -1.3924 -3.1904  -0.311
C -2.6211 -1.7476 -4.9325  0.057
C 4.8606 1.5576 0.5596  0.849
H -2.3883 -3.7655 -5.5971  0.431
H -4.3793 3.8869 3.7013  0.412
H -3.1559 0.1788 -4.1429  0.486
H -3.9918 -4.6844 -3.9221  0.440
H -4.7753 -0.7050 -2.5515  0.414
H -5.2829 -1.9627 -0.6900  0.285
H 0.9598 -3.2292 4.4959  0.350
H -0.8924 2.0000 -4.9815  0.410
H -6.5880 -3.1710 -0.6917  0.240
H 3.0511 -2.4000 4.6541  0.424
H -6.6464 -1.8064 -1.8295  0.334
H 6.5571 2.8872 0.4580  0.415
H 0.7550 -2.9533 -0.2485  0.471
H 2.9511 4.6127 1.9269  0.390
H -1.5886 -1.1946 3.5566  0.395
H 6.6035 0.4839 -0.1127  0.418
H 2.9593 -1.7383 0.2063  0.429
H -3.6178 1.6366 3.0291  0.413
H 0.6082 -4.1717 3.0305  0.398
H -0.6373 2.9471 -2.6995  0.476
H 3.9956 -2.1030 3.1900  0.297
H -0.4702 5.4245 3.0270  0.438
H 5.3931 -1.6853 -0.3136  0.455
H 5.2843 4.8327 1.2998  0.412
H -0.0072 -2.7032 -4.4572  0.594
H 0.6111 -4.0616 -2.4755  0.443
H 1.1561 4.2901 2.3540  -0.073

***

Asked for molecular weight across the records above, the calculation gives 1587.5; 749.5; 146.0; 782.0 g mol⁻¹ in order.
Asked for max |F| across the records above, the calculation gives 4.67; 4.77; 4.77; 0.66 eV/A in order.